# C30H72LiN3O22P

C30H72LiN3O22P as an isolated structure (the ωB97M-V functional and the def2-TZVPD basis, the Open Molecules 2025 dataset).

Geometry (Å):
C -4.749 -0.555 1.352
N -5.386 0.303 0.370
C -5.715 -0.588 -0.809
C -6.610 0.925 0.870
C -4.431 1.293 -0.168
C -3.673 2.272 0.933
O -2.891 3.133 0.166
H -3.664 -0.855 0.916
H -5.038 -1.563 1.766
H -4.489 0.003 2.282
H -5.242 -0.754 -1.567
H -6.380 0.066 -1.251
H -6.342 -1.509 -0.624
H -6.463 1.243 1.965
H -7.582 0.253 1.008
H -7.139 1.828 0.385
H -4.661 1.993 -0.860
H -3.807 0.777 -0.671
H -2.893 1.663 1.652
H -4.438 2.765 1.411
H -2.214 2.463 -0.250
C 1.977 4.816 -2.435
N 1.721 3.399 -2.511
C 1.911 2.892 -1.144
C 0.301 3.055 -2.823
C 2.571 2.732 -3.540
C 2.458 1.194 -3.709
O 3.514 0.652 -4.352
H 1.346 5.336 -1.707
H 1.643 5.591 -3.257
H 2.951 5.130 -2.230
H 2.954 3.243 -0.816
H 1.980 1.843 -1.081
H 1.017 3.228 -0.463
H 0.152 1.916 -2.784
H -0.106 3.492 -3.644
H -0.457 3.163 -1.908
H 3.574 2.780 -3.218
H 2.594 3.133 -4.473
H 1.723 1.031 -4.331
H 2.032 0.530 -2.852
H 4.380 0.897 -3.813
C 4.971 1.685 1.172
N 4.304 0.323 1.113
C 4.223 -0.032 -0.267
C 5.326 -0.571 1.888
C 3.053 0.535 1.874
C 2.090 -0.676 2.054
O 0.849 -0.422 2.716
H 4.938 2.078 2.263
H 4.647 2.337 0.384
H 6.070 1.717 1.017
H 5.161 -0.196 -0.580
H 3.709 0.676 -0.695
H 3.633 -0.948 -0.298
H 5.576 -0.189 2.840
H 6.064 -0.985 1.364
H 4.718 -1.645 1.976
H 2.375 1.293 1.496
H 3.330 0.884 2.937
H 2.433 -1.516 2.577
H 1.777 -1.251 1.150
H 0.266 -0.414 2.100
Li -0.710 -1.808 0.140
P -0.887 0.201 -0.307
O -1.817 -0.727 -0.828
O -0.966 -0.295 1.124
O -1.143 1.619 -0.559
O 0.341 -0.486 -0.684
C 5.849 -4.417 0.715
O 5.025 -4.553 -0.417
C 3.860 -3.929 -0.506
O 3.409 -3.387 0.539
O 3.171 -4.121 -1.537
C 2.101 -3.131 -1.717
H 6.403 -5.374 0.878
H 5.298 -4.353 1.667
H 6.533 -3.653 0.842
H 1.529 -3.057 -1.011
H 1.428 -3.423 -2.535
H 2.436 -2.002 -1.727
C -0.084 3.079 2.184
O 1.154 3.789 2.053
C 1.738 4.385 3.216
O 1.073 4.678 4.161
O 3.040 4.586 3.044
C 3.781 5.254 4.055
H -0.005 2.060 2.723
H -0.568 2.856 1.269
H -0.575 3.710 2.869
H 3.454 6.221 4.379
H 4.693 5.456 3.517
H 3.864 4.657 4.982
C -3.501 -2.982 7.233
O -2.384 -3.185 6.529
C -2.414 -3.088 5.141
O -3.514 -2.867 4.597
O -1.263 -3.108 4.586
C -1.260 -2.821 3.209
H -4.185 -2.258 6.946
H -3.264 -2.872 8.312
H -4.124 -3.890 7.369
H -1.599 -2.040 2.795
H -1.918 -3.712 2.899
H -0.181 -2.882 2.682
C -3.090 1.871 -8.014
O -3.560 1.583 -6.693
C -2.804 1.413 -5.657
O -1.591 1.647 -5.783
O -3.435 0.814 -4.662
C -2.679 0.239 -3.567
H -2.665 1.146 -8.554
H -2.546 2.788 -8.071
H -4.109 2.117 -8.431
H -1.871 -0.394 -3.703
H -3.269 -0.241 -2.909
H -2.418 0.999 -2.750
C 0.144 -6.638 0.590
O -0.788 -6.145 -0.428
C -1.215 -4.886 -0.523
O -0.860 -4.021 0.303
O -2.129 -4.816 -1.515
C -2.745 -3.480 -1.797
H 0.833 -6.011 0.267
H 0.290 -7.763 0.335
H -0.474 -6.599 1.451
H -2.046 -2.962 -2.523
H -3.023 -2.866 -0.882
H -3.771 -3.764 -2.183

The total charge is +1. As for the gap between HOMO and LUMO: 0.227 Ha. The calculation puts the lowest unoccupied orbital energy at -2.3 eV.

---

# C8H22BrN3O2P

A 2-piece molecular cluster, C8H22BrN3O2P overall (the ωB97M-V functional and the def2-TZVPD basis, the Open Molecules 2025 dataset).

Geometry (Å):
O 3.329 -3.512 -1.568
P 1.885 -3.050 -2.113
Br 0.996 -5.008 -2.804
C 0.906 -2.745 -0.486
C -0.119 -3.802 -0.084
N -1.457 -3.690 -0.797
C -1.592 -2.431 -1.614
C -1.090 -1.328 -0.695
N 0.362 -1.378 -0.579
H 3.423 -3.692 -0.623
H 1.636 -2.784 0.332
H -0.329 -3.770 0.983
H 0.279 -4.785 -0.315
H -2.183 -3.643 -0.083
H -1.638 -4.528 -1.351
H -2.628 -2.341 -1.931
H -0.953 -2.537 -2.490
H -1.395 -0.348 -1.052
H -1.536 -1.450 0.297
H 0.765 -0.912 -1.384
C -0.893 3.364 2.417
C 0.002 2.408 1.640
C 1.203 3.074 0.961
O 0.880 3.810 -0.199
C 0.468 5.149 0.016
N -0.818 1.650 0.680
H -1.521 3.951 1.746
H -1.555 2.805 3.077
H -0.304 4.053 3.024
H 0.419 1.685 2.349
H 1.884 2.287 0.625
H 1.748 3.705 1.675
H 1.015 5.597 0.850
H -0.603 5.226 0.217
H 0.694 5.705 -0.892
H -0.209 0.966 0.236
H -1.069 2.299 -0.062

The total charge is +1. As for the gap between HOMO and LUMO: 0.305 Ha. The calculation puts the lowest unoccupied orbital energy at -3.2 eV.

---

# C8H8BrFO3P2

An isolated ion of composition C8H8BrFO3P2 and charge -2 (the ωB97M-V functional and the def2-TZVPD basis, the Open Molecules 2025 dataset).

Geometry (Å):
C 0.009 -1.244 0.276
C 1.149 -0.493 0.503
C -0.910 0.543 -1.060
C -1.077 -0.702 -0.360
C 1.285 0.763 -0.044
C 0.244 1.182 -0.883
C -2.364 -1.581 -0.529
C 2.458 1.655 -0.065
O 2.815 0.373 -2.430
O 4.221 2.495 -2.199
O 3.844 0.971 -0.086
F 1.146 1.946 2.200
P 2.492 3.005 1.170
P 3.357 1.488 -1.611
Br 0.505 2.852 -1.876
H -0.076 -2.293 0.601
H 1.838 -1.029 1.019
H -1.863 1.070 -1.363
H -2.748 -2.204 0.320
H -3.048 -0.947 -1.067
H -2.063 -2.533 -1.076
H 3.155 3.807 0.120
H 1.434 3.866 0.738

The total charge is -2. As for the gap between HOMO and LUMO: 0.199 Ha. The calculation puts the lowest unoccupied orbital energy at 5.1 eV.

---

# CH2N4O

One molecule with the formula CH2N4O (the ωB97M-V functional and the def2-TZVPD basis, the Open Molecules 2025 dataset).

Geometry (Å):
N -0.949 -1.124 0.239
C -0.100 0.045 -0.001
N -0.349 1.191 -0.636
N 0.850 1.851 -0.508
N 1.758 1.271 0.036
O 1.122 -0.037 0.498
H -1.639 -1.412 -0.495
H -0.694 -1.785 0.868

The total charge is 0. As for the gap between HOMO and LUMO: 0.406 Ha. The calculation puts the lowest unoccupied orbital energy at 0.6 eV. The SMILES is Nc1nnno1.

---

total charge of number 1 (C30H72LiN3O22P)?
+1